Here is a structure of composition C22H34Br2Cl22NO3 in a non-equilibrium geometry from the Open Molecules 2025 dataset. Energies are from ωB97M-V/def2-TZVPD.

The HOMO energy is -11.821 eV.

```
! wB97M-V def2-TZVPD RIJCOSX def2/J DEFGRID3
* xyz 1 1
C 3.63142 -2.38626 -1.15068
C 4.27864 -0.95726 -1.10125
Br 6.20406 -0.84151 -1.39113
C 3.54891 0.18205 -0.86710
Br 4.54603 1.88446 -0.86327
C 2.04794 0.18142 -0.58978
C 1.57841 0.89623 0.60345
N 0.22681 0.92414 0.92515
C -0.75836 0.29781 0.20114
C -0.38587 -0.43224 -0.99572
C -1.50039 -1.17418 -1.82466
C -1.92224 -2.45566 -0.94445
C -0.69976 -3.04096 -0.14944
O -0.51860 -2.78784 1.01448
O 0.20311 -3.85590 -0.83249
C 1.02102 -0.48306 -1.40565
O 1.35586 -1.16582 -2.54643
H 4.33335 -3.19083 -0.82691
H 2.63224 -2.42287 -0.64556
H 3.42567 -2.57185 -2.24756
H 2.27732 1.43625 1.29513
H -0.07042 1.45817 1.75899
H -1.83337 0.32908 0.48454
H -1.03290 -1.58200 -2.76024
H -2.36113 -0.49071 -2.01293
H -2.35654 -3.26231 -1.58629
H -2.63288 -2.06435 -0.16847
H 0.07802 -4.76365 -0.46643
H 1.56149 -0.56537 -3.29239
C -3.11246 -5.45152 0.82606
Cl -1.58765 -6.26458 0.44075
Cl -3.79797 -6.06445 2.33225
H -2.92739 -4.38521 0.93046
H -3.81913 -5.62908 0.01663
C 1.79181 4.40856 -2.89910
Cl 1.05776 5.77578 -2.05358
Cl 1.66871 2.92792 -1.94136
H 1.27714 4.26086 -3.84482
H 2.84128 4.62725 -3.08024
C -2.34365 4.99144 -3.33168
Cl -3.62862 6.17950 -3.10509
Cl -2.76451 3.43782 -2.59204
H -2.18487 4.84241 -4.39656
H -1.43372 5.36339 -2.86855
C 2.11062 -3.07583 -5.07458
Cl 2.36082 -1.45391 -5.74483
Cl 3.56005 -4.06884 -5.24194
H 1.86428 -2.98726 -4.01990
H 1.29200 -3.55299 -5.60672
C -3.92775 -3.26512 4.82656
Cl -5.07581 -2.00145 4.36943
Cl -3.70326 -3.33405 6.57893
H -4.30476 -4.22308 4.48362
H -2.96925 -3.05605 4.35813
C -5.02143 -7.17296 -2.91248
Cl -4.08389 -5.80520 -2.28722
Cl -6.56213 -7.33090 -2.06761
H -5.21266 -7.01306 -3.96996
H -4.44692 -8.08464 -2.77342
C 3.63769 8.23074 -0.75044
Cl 3.81934 9.84979 -1.43116
Cl 5.12387 7.28816 -0.93330
H 3.40238 8.31675 0.30702
H 2.83063 7.71842 -1.26809
C 2.44020 1.48427 4.77942
Cl 3.50529 2.21641 3.58017
Cl 0.77724 1.51484 4.20419
H 2.73840 0.45209 4.94343
H 2.50974 2.03962 5.71077
C -0.53268 -1.90341 8.05605
Cl 0.45645 -3.36595 8.01613
Cl -0.10628 -0.80216 6.73850
H -1.57857 -2.18099 7.95335
H -0.37587 -1.39704 9.00455
C 8.20285 9.13087 -2.35121
Cl 8.31689 9.95929 -3.90847
Cl 8.66222 10.19959 -1.02094
H 7.17716 8.80238 -2.20109
H 8.86853 8.27186 -2.35928
C -8.87663 -1.02066 3.23966
Cl -8.29312 -2.61556 2.75018
Cl -7.54684 0.02356 3.76158
H -9.37748 -0.55554 2.39517
H -9.57446 -1.13897 4.06396
*
```

Atomic partial charges in e from the Löwdin method, atoms 1 to 2: atom 1 (C): -0.09, atom 2 (C): -0.67

***

Here is the molecule C26H31NO4 from the Open Molecules 2025 dataset. Energies are from ωB97M-V/def2-TZVPD.

The HOMO energy is -8.526 eV. Its energy above the lowest of the compared OMol25 structures with the same formula, charge and spin is 5.0 kcal per mole.

```
! wB97M-V def2-TZVPD RIJCOSX def2/J DEFGRID3
* xyz 0 1
C -0.63258 -2.36731 5.97461
H -1.08326 -1.38721 6.16092
O 0.77300 -2.30913 6.02732
C 1.42746 -1.56691 5.09452
C 0.80347 -0.81168 4.11358
C 1.55970 -0.09869 3.18036
C 2.95104 -0.11521 3.27392
C 3.57151 -0.86760 4.25548
C 2.82349 -1.59525 5.15816
H 3.29121 -2.18804 5.92784
H 4.64921 -0.88638 4.31794
H 3.54051 0.44459 2.56349
C 0.93414 0.67711 2.12352
C -0.24058 0.41660 1.51791
C -1.05830 -0.78979 1.75460
C -0.49714 -2.05495 1.59742
C -1.25808 -3.18751 1.81625
C -2.58778 -3.07178 2.18984
C -3.15611 -1.81720 2.33155
C -2.39870 -0.68069 2.10954
H -2.84237 0.29718 2.22288
H -4.19416 -1.72265 2.61468
H -3.18035 -3.95783 2.36418
H -0.81356 -4.16437 1.69332
H 0.53914 -2.14217 1.30524
C -0.76331 1.32171 0.47350
O -1.73348 1.07461 -0.21425
O -0.05330 2.45065 0.35436
C -0.46810 3.40424 -0.61934
H -1.56232 3.44181 -0.65977
H -0.05903 4.35995 -0.28930
C 0.09646 3.07320 -2.01536
O 0.96933 3.74027 -2.52741
N -0.48210 2.00270 -2.57612
H -1.18879 1.49604 -2.05512
C -0.04734 1.42857 -3.84009
H 0.68573 2.13425 -4.24514
C 0.64021 0.09399 -3.53534
C 1.43670 -0.51553 -4.68939
C 0.62451 -1.34916 -5.69059
H -0.30787 -1.67895 -5.22999
H 1.19995 -2.25009 -5.91614
C 0.31845 -0.66234 -7.02402
H 1.16482 -0.03573 -7.31313
C -0.96273 0.16799 -7.06735
C -0.93832 1.47378 -6.27142
C -1.25777 1.33652 -4.77638
H -1.79189 0.40332 -4.59103
H -1.92906 2.15185 -4.49659
H 0.03019 1.95859 -6.40067
H -1.68538 2.13603 -6.71435
H -1.80312 -0.44532 -6.73410
H -1.14618 0.42050 -8.11533
H 0.22049 -1.43963 -7.78687
H 1.97150 0.27802 -5.21314
H 2.19272 -1.16672 -4.24469
H 1.33351 0.28181 -2.71013
H -0.10430 -0.62191 -3.17718
H 1.49284 1.54148 1.78875
H -0.27032 -0.74789 4.06803
H -0.92739 -3.05375 6.76660
H -0.98426 -2.74961 5.01055
*
```

Atomic partial charges in e from the Löwdin method, atoms 1 to 2: atom 1 (C): -0.08, atom 2 (H): 0.10

***

Here is a cluster of 2 separate species, C6H13Cl in total in a non-equilibrium geometry from the Open Molecules 2025 dataset. Energies are from ωB97M-V/def2-TZVPD.

The HOMO energy (spin up / spin down) is -7.153 / -7.504 eV. Its energy above the lowest of the compared OMol25 structures with the same formula, charge and spin is 68.5 kcal per mole.

```
! wB97M-V def2-TZVPD RIJCOSX def2/J DEFGRID3
* xyz 0 1
C 0.70327 -1.61761 -0.78533
C 1.85024 0.55244 -1.59137
C -0.24583 -0.10344 2.01677
C -2.18652 0.77368 0.52600
C 0.65802 -0.33264 -1.46314
C -0.69301 0.82604 0.92532
Cl 0.22285 2.25085 0.77318
H 1.31400 -2.46207 -1.17371
H -0.42097 -1.94543 -0.73744
H 1.12751 -1.34042 0.13455
H 1.46430 1.53130 -1.38318
H 2.24059 0.58901 -2.66378
H 2.54075 0.25888 -0.82550
H -0.75611 0.16202 2.99500
H -0.66766 -1.11240 1.60135
H 0.74426 -0.18652 2.19322
H -2.86468 1.46237 1.14814
H -2.40001 -0.22625 0.88887
H -2.37239 0.79378 -0.62820
H -0.25859 0.12639 -1.95074
*
```

Atomic partial charges in e from the Löwdin method, atoms 1 to 2: atom 1 (C): -0.15, atom 2 (C): -0.15

***

Here is a structure of composition C38H37CsN10O7Se2 in a non-equilibrium geometry from the Open Molecules 2025 dataset. Energies are from ωB97M-V/def2-TZVPD.

The HOMO energy is -1.259 eV. Its energy above the lowest of the compared OMol25 structures with the same formula, charge and spin is 14.9 kcal per mole.

```
! wB97M-V def2-TZVPD RIJCOSX def2/J DEFGRID3
* xyz -2 1
Cs 1.14725 0.24903 0.45978
N 3.15973 -1.27552 3.40663
C 1.72042 -1.52285 3.61334
C 1.31156 -3.01987 3.43585
O 2.30354 -3.80458 3.32618
N 0.06354 -3.39314 3.42401
C -1.01970 -2.43430 3.51476
C -1.62684 -2.07954 2.13679
O -2.71893 -2.58873 1.80366
O -0.93906 -1.29876 1.40880
H 3.36299 -1.68966 2.49655
H 3.60203 -1.96896 4.00850
H 1.15003 -0.91531 2.91625
H 1.44376 -1.16883 4.61222
H -0.75701 -1.47786 4.00279
H -1.83020 -2.88329 4.09620
O 4.22615 -6.67273 -4.14315
N 3.18549 -6.14485 -3.78991
O 2.10801 -6.40716 -4.29045
C 3.26961 -5.00169 -2.86677
C 4.51170 -4.50735 -2.67393
C 4.73424 -3.37972 -1.83744
C 6.02413 -2.88243 -1.57211
C 6.16507 -1.82014 -0.72635
C 5.00433 -1.25377 -0.16302
N 3.79177 -1.68597 -0.41479
C 3.64280 -2.74299 -1.23374
C 2.30312 -3.27415 -1.44223
N 1.30955 -2.63267 -0.80899
C 0.09850 -3.14165 -0.83683
C -0.19603 -4.31945 -1.54051
C 0.78952 -4.95010 -2.24860
C 2.10275 -4.43119 -2.22513
H 5.34844 -4.98151 -3.16740
H 6.88297 -3.35976 -2.03052
H 7.13600 -1.41382 -0.47796
H 5.08369 -0.41796 0.52614
H -0.64577 -2.62523 -0.23337
H -1.19821 -4.72413 -1.50608
H 0.56946 -5.84776 -2.80010
O 0.95576 3.28129 0.75597
N 0.82851 3.64711 -0.43562
N 1.62748 3.10403 -1.30121
O 2.56455 2.22533 -1.06975
C 1.40917 3.50379 -2.65439
C 0.61221 4.59564 -2.99409
C 0.43897 4.92828 -4.32689
C 1.05456 4.18992 -5.33213
C 1.85299 3.11088 -4.98260
C 2.03631 2.76735 -3.65062
H 0.13517 5.16715 -2.21250
H -0.18465 5.77702 -4.58147
H 0.91318 4.45507 -6.37260
H 2.34033 2.52385 -5.75194
H 2.65810 1.93829 -3.34683
C -0.06343 1.87131 3.92290
Se 1.07851 2.67218 5.27442
C 2.43639 3.41150 4.07352
C 3.73241 2.59467 3.98728
Se 4.09689 1.92921 2.19697
C 4.22740 3.65500 1.32195
H -0.44946 2.63744 3.25561
H -0.87990 1.37428 4.44294
H 0.48502 1.12374 3.35961
H 2.63413 4.42509 4.42213
H 1.94705 3.49597 3.10218
H 3.68237 1.69839 4.60367
H 4.58970 3.18801 4.30913
H 4.39430 3.44997 0.26674
H 5.04591 4.24159 1.74038
H 3.27763 4.17921 1.40886
N -6.31495 -0.17399 -0.11198
C -7.66335 0.07940 -0.04113
C -8.74577 -0.68011 0.38606
C -9.99306 -0.08672 0.31182
C -10.15258 1.22086 -0.17114
C -9.06940 1.97179 -0.58835
C -7.80354 1.39373 -0.51858
N -6.56775 1.91708 -0.85206
C -5.71512 0.95919 -0.59760
C -4.25720 1.02577 -0.75614
C -3.59385 2.24953 -0.77549
C -2.20890 2.24897 -0.78460
N -1.47783 1.13119 -0.79996
C -2.12302 -0.02784 -0.85663
C -3.50256 -0.13237 -0.82513
H -5.82546 -0.97827 0.24577
H -8.62120 -1.68703 0.76288
H -10.86414 -0.64201 0.63581
H -11.14673 1.64827 -0.21184
H -9.18526 2.98307 -0.95595
H -4.15514 3.17222 -0.72426
H -1.64927 3.17666 -0.73220
H -1.52042 -0.92086 -0.83152
H -3.94143 -1.12074 -0.79843
*
```

Atomic partial charges in e from the Löwdin method, atoms 1 to 2: atom 1 (Cs): 1.11, atom 2 (N): -0.01

***

Here is the molecule C5H8O3 in a non-equilibrium geometry from the Open Molecules 2025 dataset. Energies are from ωB97M-V/def2-TZVPD.

The HOMO energy is -8.797 eV. Its energy above the lowest of the compared OMol25 structures with the same formula, charge and spin is 178.4 kcal per mole.

```
! wB97M-V def2-TZVPD RIJCOSX def2/J DEFGRID3
* xyz 0 1
C -1.23462 -1.34136 -0.04891
C 0.02539 -0.71081 0.16727
C 1.10293 -0.21138 1.18576
C 0.66505 1.67708 -0.28776
C -1.04664 0.20368 -0.17691
H -0.68870 -1.37893 -1.89507
H -1.83606 -1.71081 0.63634
H 0.83174 -0.81051 -0.75110
H 2.13689 -0.57516 1.09015
H 0.51045 -0.17865 2.21404
H 0.62994 2.77956 -0.39481
H 1.41213 1.56082 -1.13924
H -1.45158 0.42408 0.85185
O -1.47392 -1.98551 -1.21352
O 1.02641 1.16069 0.80755
O -0.60940 1.09721 -1.04564
*
```

Atomic partial charges in e from the Löwdin method, atoms 1 to 2: atom 1 (C): -0.30, atom 2 (C): -0.23